{
  "formula": "C21H16Cl2N3O6S2Tm",
  "method": "ωB97M-V/def2-TZVPD",
  "multiplicity": 3,
  "homo_energy_ev": [-7.9, -7.9],
  "species": ["Tm", "Cl", "C", "C", "C", "Cl", "C", "C", "C", "C", "N", "C", "C", "O", "H", "H", "H", "H", "O", "C", "C", "C", "C", "N", "C", "C", "C", "C", "C", "C", "O", "C", "C", "N", "H", "H", "H", "H", "H", "H", "H", "H", "H", "H", "H", "H", "O", "S", "O", "O", "S"],
  "coordinates": [[0.0666, -0.0258, 0.8622], [-1.0674, -0.3818, -4.1400], [-1.2772, -1.6424, -2.9690], [-1.6403, -2.9314, -3.4329], [-1.8366, -3.9594, -2.5664], [-2.3002, -5.5294, -3.1692], [-1.6599, -3.7675, -1.1680], [-1.8416, -4.7549, -0.1750], [-1.6359, -4.4477, 1.1398], [-1.2067, -3.1493, 1.4805], [-1.0260, -2.2154, 0.5745], [-1.2775, -2.4913, -0.7379], [-1.1180, -1.3759, -1.6302], [-0.8170, -0.2186, -1.1057], [-1.7718, -3.0853, -4.4950], [-2.1526, -5.7496, -0.4656], [-1.7769, -5.1823, 1.9197], [-0.9861, -2.8627, 2.5012], [4.7402, 5.1317, -1.3123], [3.3680, 5.4360, -1.1470], [2.6127, 4.1708, -0.8479], [1.2304, 4.2157, -0.7127], [0.5535, 3.0526, -0.4168], [1.1702, 1.8786, -0.2766], [2.4906, 1.8262, -0.4327], [3.2547, 2.9546, -0.7026], [3.1088, 0.4622, -0.3157], [4.4768, 0.2739, -0.4258], [4.9921, -1.0135, -0.3711], [6.4776, -1.2576, -0.4747], [7.1189, -0.3885, -1.3898], [4.1110, -2.0699, -0.1980], [2.7643, -1.7945, -0.0468], [2.2705, -0.5610, -0.1094], [5.2233, 5.9464, -1.4832], [2.9490, 5.8812, -2.0556], [3.2160, 6.1378, -0.3208], [0.6762, 5.1388, -0.8249], [-0.5215, 3.0573, -0.2834], [4.3255, 2.9057, -0.8104], [5.1412, 1.1117, -0.5689], [6.6554, -2.3111, -0.7110], [6.9418, -1.0685, 0.4945], [6.7982, -0.5922, -2.2747], [4.4617, -3.0929, -0.1582], [2.0561, -2.5914, 0.1480], [-1.0808, 0.2220, 2.7342], [0.2612, 0.4590, 3.4387], [0.1457, 0.8946, 4.7907], [0.9224, 1.4132, 2.4791], [1.2303, -1.2801, 3.0902]]
}

***

{
  "formula": "C21H16Cl2N4O2S",
  "method": "ωB97M-V/def2-TZVPD",
  "e_above_lowest_kj_mol": 423.3,
  "homo_energy_ev": -7.6,
  "species": ["N", "C", "C", "C", "C", "N", "C", "O", "C", "Cl", "C", "Cl", "C", "O", "C", "C", "C", "C", "C", "C", "N", "C", "C", "C", "C", "C", "C", "S", "C", "N", "H", "H", "H", "H", "H", "H", "H", "H", "H", "H", "H", "H", "H", "H", "H", "H"],
  "coordinates": [[-1.6751, -2.8909, 2.0064], [-0.6718, -2.2759, 1.9659], [0.5535, -1.6123, 2.0302], [0.6416, -0.1543, 1.8202], [-0.1985, 0.6702, 2.7453], [-0.7275, 1.4726, 3.4215], [2.0327, 0.3781, 2.2929], [2.0936, 1.5425, 2.7129], [3.2086, -0.5227, 2.4272], [4.6753, 0.2604, 2.8272], [3.0506, -1.8737, 2.4333], [4.3285, -2.9150, 2.8692], [1.6841, -2.4777, 2.3374], [1.4859, -3.6774, 2.5499], [3.2580, 1.2999, -0.2091], [2.5268, 0.0073, -0.5476], [3.1934, -0.6583, -1.7468], [1.0437, 0.3644, -0.7619], [0.4071, -0.2839, -1.9620], [-0.9404, 0.3109, -2.2501], [-1.7044, 0.3511, -1.0080], [-3.0770, 0.6241, -1.0410], [-3.6550, 0.5207, 0.2179], [-5.0055, 0.7840, 0.3944], [-5.7707, 1.1439, -0.7278], [-5.1779, 1.2125, -2.0024], [-3.8129, 0.9471, -2.1744], [-2.4595, 0.0060, 1.3855], [-1.1872, 0.1282, 0.2239], [0.1674, 0.1692, 0.4674], [3.3091, 1.9249, -1.1094], [2.7663, 1.8723, 0.5831], [4.2658, 1.0693, 0.1378], [2.5875, -0.7301, 0.2646], [3.2733, 0.0427, -2.5848], [4.2051, -0.9607, -1.4666], [2.6690, -1.5647, -2.0651], [0.9988, 1.4519, -0.9398], [1.0349, -0.1465, -2.8506], [0.3203, -1.3673, -1.8048], [-0.8518, 1.3389, -2.6385], [-1.4914, -0.2991, -2.9826], [-5.4272, 0.7021, 1.3946], [-6.8347, 1.3664, -0.6102], [-5.7844, 1.4729, -2.8735], [-3.3278, 0.9759, -3.1517]]
}

***

{
  "formula": "C21H16N2OS",
  "method": "ωB97M-V/def2-TZVPD",
  "e_above_lowest_kj_mol": 0.0,
  "homo_energy_ev": -8.4,
  "species": ["O", "C", "C", "C", "C", "C", "C", "C", "C", "C", "S", "N", "C", "C", "C", "C", "C", "C", "N", "C", "C", "C", "C", "C", "C", "H", "H", "H", "H", "H", "H", "H", "H", "H", "H", "H", "H", "H", "H", "H", "H"],
  "coordinates": [[2.2406, 0.0861, 1.7555], [1.1865, 0.2515, 1.1314], [0.7564, 1.7214, 0.9796], [1.5493, 2.6648, -0.0234], [2.5945, 3.3528, 0.5919], [3.2899, 4.2157, -0.1054], [3.0901, 4.4756, -1.4367], [2.0858, 3.7117, -2.1227], [1.2486, 2.8401, -1.3776], [-0.6334, 1.5404, 0.6285], [-1.6871, 2.7255, 0.4672], [-0.9764, 0.1708, 0.2896], [-2.1706, -0.3789, 0.5043], [-2.8684, -0.8273, -0.6247], [-4.1117, -1.4065, -0.4610], [-4.5853, -1.5612, 0.7948], [-3.7777, -1.2830, 1.9080], [-2.6172, -0.6155, 1.8005], [0.2315, -0.5581, 0.5905], [0.6368, -1.8400, 0.1377], [-0.2474, -2.8803, 0.3172], [-0.1695, -4.0764, -0.3966], [1.0766, -4.3405, -1.0715], [2.1309, -3.3285, -1.0760], [1.8476, -2.1135, -0.3931], [0.8352, 2.1376, 1.9292], [2.9216, 3.1794, 1.5929], [4.2389, 4.6188, 0.3523], [3.8026, 5.1528, -1.9658], [1.8012, 3.8974, -3.0966], [0.3157, 2.4998, -1.9491], [-2.4467, -0.7587, -1.6274], [-4.6757, -1.6104, -1.3798], [-5.5680, -2.0346, 0.7252], [-4.0483, -1.5702, 2.8717], [-2.1326, -0.1922, 2.6609], [-1.1999, -2.8426, 0.8701], [-1.0284, -4.8041, -0.2874], [1.3334, -5.3525, -1.4840], [3.1073, -3.5453, -1.5385], [2.6231, -1.3221, -0.4813]]
}

***

{
  "formula": "C21H16N3O9S2SeW",
  "method": "ωB97M-V/def2-TZVPD",
  "total_charge": 1,
  "e_above_lowest_kj_mol": 0.0,
  "homo_energy_ev": -11.5,
  "species": ["W", "O", "C", "C", "C", "N", "C", "C", "C", "O", "O", "C", "O", "O", "H", "H", "H", "S", "C", "C", "C", "C", "C", "C", "H", "H", "H", "H", "H", "C", "N", "C", "Se", "N", "C", "C", "C", "C", "C", "C", "H", "H", "H", "H", "H", "H", "H", "H", "O", "S", "O", "O", "O"],
  "coordinates": [[-0.9084, 0.9382, -0.3763], [4.9065, 2.9166, 0.6066], [3.6996, 2.3915, 0.4102], [3.0880, 1.5135, 1.3150], [1.8348, 1.0465, 0.9966], [1.2271, 1.3944, -0.1248], [1.7847, 2.2396, -0.9832], [3.0320, 2.7638, -0.7671], [0.8678, 2.5567, -2.1245], [1.1226, 3.2573, -3.0467], [-0.3255, 1.9249, -1.9619], [0.9755, 0.1267, 1.8036], [1.2983, -0.4439, 2.7971], [-0.2400, 0.0017, 1.2312], [5.2871, 2.6400, 1.4503], [3.5561, 1.2084, 2.2420], [3.4755, 3.4528, -1.4720], [-0.7108, 3.0197, 0.8107], [-2.3244, 3.7178, 0.6261], [-3.0764, 3.9692, 1.7714], [-4.3400, 4.5191, 1.6454], [-4.8598, 4.7956, 0.3860], [-4.1038, 4.5495, -0.7504], [-2.8277, 4.0189, -0.6353], [-2.6726, 3.7336, 2.7471], [-4.9261, 4.7233, 2.5312], [-5.8550, 5.2090, 0.2936], [-4.5009, 4.7777, -1.7302], [-2.2233, 3.8667, -1.5209], [1.8287, -3.5418, -2.7495], [1.2542, -3.4077, -1.4195], [0.5666, -2.3646, -0.9304], [0.2848, -0.7924, -1.9237], [0.2037, -2.6421, 0.3251], [0.6423, -3.9172, 0.6675], [0.5341, -4.6487, 1.8416], [1.1248, -5.8978, 1.8390], [1.8021, -6.3927, 0.7152], [1.9160, -5.6556, -0.4487], [1.3170, -4.4035, -0.4417], [1.5785, -2.6711, -3.3473], [1.4182, -4.4296, -3.2267], [2.9115, -3.6290, -2.6756], [-0.4440, -2.0676, 0.8480], [0.0180, -4.2607, 2.7085], [1.0675, -6.5097, 2.7284], [2.2492, -7.3758, 0.7627], [2.4421, -6.0377, -1.3123], [-2.1217, -1.1625, -0.1695], [-3.1493, -0.1256, -0.4217], [-2.4843, 0.6079, -1.6322], [-2.7112, 0.9386, 0.6164], [-4.5096, -0.4420, -0.5245]]
}